54
Properties=species:S:1:pos:R:3:forces:R:3 method="wB97M-V/def2-TZVPD" spin_multiplicity=1 total_charge=-1 relative_energy_kj_mol=175.44 gap_ev=6.8 lumo_ha=0.1011 e_homo_ev=-4.0485 e_tot_ha=-2023.4203
Ir -0.7503 -0.4484 -0.6445 0.062 0.402 -0.305
N 0.6598 2.7076 2.5941 -0.038 -0.168 -0.129
C 0.4220 1.7023 1.6682 0.078 0.067 0.111
S 0.7594 2.2123 0.0093 -0.196 -0.139 -0.012
N -0.0063 0.5897 2.1357 0.172 0.158 0.028
N -0.1354 -0.5104 1.2798 -0.041 -0.329 0.243
C 0.2179 -1.5929 1.9108 -0.106 0.106 -0.317
C 0.3568 -2.9290 1.3821 -0.077 0.379 -0.018
C 0.7387 -3.9204 2.2960 0.078 -0.338 0.032
C 0.9953 -5.2171 1.9058 -0.028 0.143 0.106
C 0.8861 -5.5376 0.5471 -0.020 0.060 -0.149
C 0.5205 -4.5863 -0.3770 0.050 -0.221 0.146
C 0.2233 -3.2550 0.0049 -0.004 -0.157 0.228
O -0.1479 -2.4227 -0.9040 -0.079 0.417 -0.175
H 1.1249 3.5262 2.2415 -0.004 -0.012 -0.014
H 0.9100 2.4006 3.5197 -0.012 -0.023 0.024
H 0.4834 -1.4607 2.9553 0.032 0.036 0.019
H 0.8371 -3.6446 3.3412 0.000 0.012 -0.009
H 1.2832 -5.9671 2.6310 0.000 0.010 -0.003
H 1.0955 -6.5492 0.2168 -0.007 0.008 -0.009
H 0.4342 -4.8281 -1.4287 -0.009 0.011 -0.007
C -1.9682 4.3990 0.1935 0.004 0.047 -0.006
Si -2.2303 2.5485 -0.0483 -0.079 -0.153 -0.058
C -2.7421 1.9036 1.6483 0.045 0.012 0.046
C -3.7473 2.3393 -1.1507 -0.026 0.046 -0.016
C -0.7835 1.6081 -0.8160 0.511 0.648 -0.032
Si -0.5082 1.9719 -2.7000 0.157 -0.144 0.053
C 1.1799 1.3420 -3.2561 0.048 0.070 -0.074
C -1.8149 2.0105 -4.0703 -0.104 0.009 -0.020
C -0.1522 3.8748 -2.7706 -0.020 -0.045 -0.002
H -2.7856 4.7687 0.8208 0.009 0.048 -0.012
H -1.9780 4.9556 -0.7447 0.015 -0.019 0.011
H -1.0276 4.6140 0.7055 -0.035 -0.027 -0.009
H -3.7413 2.2920 1.8673 -0.024 0.023 0.015
H -2.0665 2.2298 2.4428 -0.090 -0.021 -0.059
H -2.7849 0.8124 1.6632 0.003 0.048 0.011
H -4.6469 2.5483 -0.5642 -0.013 -0.002 -0.029
H -3.8300 1.3277 -1.5541 0.022 0.000 0.011
H -3.7283 3.0319 -1.9943 -0.001 0.001 0.010
H -2.1301 0.2198 -0.5715 -0.299 -0.834 0.404
H 1.3789 0.3106 -2.9816 -0.002 -0.081 0.039
H 1.9552 1.9678 -2.8105 0.080 0.032 -0.005
H 1.2740 1.4321 -4.3438 -0.009 0.001 0.016
H -2.3072 1.0661 -4.2971 0.071 0.015 0.088
H -1.2922 2.3631 -4.9679 -0.021 -0.004 0.008
H -2.5776 2.7597 -3.8469 -0.011 -0.010 -0.029
H 0.5141 4.2541 -1.9928 0.020 -0.016 0.044
H -1.0721 4.4668 -2.7395 0.011 0.000 0.018
H 0.3241 4.0807 -3.7372 -0.014 0.016 0.013
C -0.7359 -1.2663 -3.4835 0.013 0.053 -0.031
O -1.1518 -0.2567 -2.6137 0.027 -0.188 -0.196
H -0.9068 -0.9456 -4.5204 -0.004 0.034 -0.025
H -1.2893 -2.1974 -3.3194 -0.038 -0.019 0.020
H 0.3328 -1.5183 -3.3832 -0.096 0.039 0.007